A structure of composition C18H45N3NaO6 at a distorted geometry, computed with ωB97M-V/def2-TZVPD.

Charge: +2
Energy above the lowest of the compared OMol25 structures with the same formula, charge and spin: 0.0 kcal/mol
HOMO (spin up / spin down): -0.50033 / -0.50033 hartree
Multiplicity: 2
Strongest force on any atom: 2.8 eV/Å

Last column: Mulliken spin population.
Positions of all 73 atoms, in Å:
1 Na 0.39 -0.82 -0.28  -0.001
2 C 0.27 -0.65 3.35  0.000
3 O 0.06 0.05 2.14  0.000
4 C -1.21 0.77 2.06  -0.005
5 C -2.30 -0.04 1.44  -0.004
6 N -1.97 -0.50 0.08  0.004
7 C -2.75 -1.68 -0.18  0.000
8 C -2.36 -2.14 -1.63  -0.001
9 O -0.93 -2.14 -1.92  0.000
10 C -0.50 -2.78 -3.08  0.000
11 H 0.14 0.06 4.17  0.000
12 H 1.24 -1.14 3.48  0.000
13 H -0.45 -1.47 3.35  0.000
14 H -1.05 1.68 1.48  0.000
15 H -1.45 1.17 3.04  0.000
16 H -3.22 0.53 1.46  0.008
17 H -2.39 -0.92 2.09  0.000
18 H -2.24 0.18 -0.62  0.006
19 H -3.82 -1.50 -0.09  0.000
20 H -2.52 -2.48 0.52  0.001
21 H -2.92 -1.50 -2.31  0.002
22 H -2.98 -3.03 -1.77  0.000
23 H -0.78 -3.83 -2.99  0.000
24 H 0.56 -2.87 -3.30  0.000
25 H -1.03 -2.33 -3.91  0.000
26 C 6.93 -0.54 -1.44  0.000
27 O 5.63 -0.05 -1.11  0.000
28 C 5.49 0.09 0.34  0.000
29 C 4.08 0.33 0.80  0.000
30 N 3.27 -0.87 0.45  0.000
31 C 3.51 -2.01 1.40  0.000
32 C 2.62 -3.20 1.10  0.000
33 O 1.25 -2.93 0.92  0.000
34 C 0.52 -4.00 0.39  0.000
35 H 7.27 -1.41 -0.88  0.000
36 H 7.69 0.21 -1.20  0.000
37 H 6.94 -0.64 -2.53  0.000
38 H 6.13 0.96 0.50  0.000
39 H 6.00 -0.72 0.86  0.000
40 H 3.66 1.22 0.33  0.000
41 H 3.96 0.54 1.86  0.000
42 H 3.55 -1.25 -0.44  0.000
43 H 3.25 -1.68 2.40  0.000
44 H 4.52 -2.42 1.42  0.000
45 H 2.77 -3.80 2.00  0.000
46 H 3.02 -3.74 0.24  0.000
47 H -0.54 -3.75 0.39  0.000
48 H 0.59 -4.79 1.13  0.000
49 H 0.86 -4.10 -0.64  0.000
50 C -3.79 3.31 2.66  0.001
51 O -3.36 3.20 1.27  0.012
52 C -4.39 3.36 0.31  0.006
53 C -3.93 3.45 -1.12  0.019
54 N -2.93 2.48 -1.48  0.796
55 C -2.07 2.48 -2.72  0.006
56 C -0.96 1.39 -2.71  0.002
57 O -0.22 1.18 -1.50  -0.002
58 C 0.34 2.43 -0.86  0.000
59 H -3.11 2.84 3.36  0.000
60 H -4.71 2.75 2.84  0.000
61 H -3.97 4.36 2.92  0.000
62 H -5.05 4.17 0.65  -0.001
63 H -5.10 2.53 0.27  0.006
64 H -3.60 4.46 -1.33  0.072
65 H -4.84 3.28 -1.70  0.023
66 H -2.30 2.45 -0.69  -0.016
67 H -1.73 3.51 -2.88  0.041
68 H -2.66 2.23 -3.60  0.020
69 H -0.32 1.62 -3.56  0.000
70 H -1.41 0.45 -3.01  0.002
71 H 0.91 2.16 0.03  -0.001
72 H -0.53 2.93 -0.44  0.001
73 H 1.00 2.91 -1.58  0.001


The molecule C6H10O at a distorted geometry, computed with ωB97M-V/def2-TZVPD.

Structure (SMILES): C[C@]12CC[C@H]1CO2
Energy above the lowest of the compared OMol25 structures with the same formula, charge and spin: 59.0 kcal/mol
HOMO: -0.33229 hartree
Multiplicity: 1
Strongest force on any atom: 3.4 eV/Å

Last column: Löwdin charge in e.
Positions of all 17 atoms, in Å:
1 C 1.94 0.29 -0.72  -0.002
2 C 0.61 0.18 -0.01  -0.462
3 C 0.16 -1.20 0.54  -0.081
4 C -1.23 -1.00 -0.13  -0.141
5 C -0.81 0.41 -0.59  -0.161
6 C -0.99 1.33 0.64  -0.155
7 O 0.40 1.25 0.96  -0.055
8 H 2.76 0.12 -0.01  0.089
9 H 2.03 -0.46 -1.52  0.087
10 H 2.06 1.28 -1.16  0.084
11 H 0.72 -2.06 0.15  0.109
12 H 0.18 -1.24 1.63  0.118
13 H -2.09 -1.00 0.54  0.096
14 H -1.41 -1.69 -0.95  0.101
15 H -0.99 0.70 -1.63  0.140
16 H -1.79 0.86 1.43  0.144
17 H -1.59 2.17 0.94  0.089


The molecule C4H12N2O at a distorted geometry, computed with ωB97M-V/def2-TZVPD.

Structure (SMILES): NC[C@H](N)CCO
Energy above the lowest of the compared OMol25 structures with the same formula, charge and spin: 74.7 kcal/mol
HOMO: -0.31542 hartree
Multiplicity: 1
Strongest force on any atom: 5.3 eV/Å

Last column: Löwdin charge in e.
Positions of all 19 atoms, in Å:
1 N -0.52 1.28 0.02  0.003
2 C -0.20 -0.10 0.24  -0.424
3 C 1.13 -0.59 -0.41  -0.177
4 C 2.35 0.26 0.08  -0.226
5 O 2.39 1.40 1.04  -0.084
6 C -1.45 -0.93 -0.36  -0.223
7 N -2.74 -0.40 0.28  -0.055
8 H -1.33 1.46 -0.59  0.073
9 H -0.46 1.89 0.87  0.101
10 H 2.13 2.06 0.45  0.028
11 H -0.02 -0.17 1.35  0.145
12 H 0.89 -0.21 -1.40  0.087
13 H 1.30 -1.65 -0.44  0.103
14 H 2.97 -0.53 0.79  0.145
15 H 2.94 0.41 -0.91  0.126
16 H -1.31 -1.99 -0.24  0.077
17 H -1.61 -0.81 -1.55  0.148
18 H -3.55 -0.49 -0.41  0.079
19 H -2.91 -0.90 1.19  0.074


A cluster of 3 separate species, C5H17N3O in total at a distorted geometry, computed with ωB97M-V/def2-TZVPD.

Structure (SMILES): CC(N)=O.NCCN.C
Energy above the lowest of the compared OMol25 structures with the same formula, charge and spin: 0.0 kcal/mol
HOMO: -0.31824 hartree
Multiplicity: 1
Strongest force on any atom: 1.7 eV/Å

Last column: Löwdin charge in e.
Positions of all 26 atoms, in Å:
1 C -0.83 1.08 -1.56  -0.596
2 C -1.29 -1.74 -0.17  -0.069
3 C -2.17 1.51 -1.02  -0.003
4 N -0.87 0.35 -2.70  0.169
5 O 0.23 1.46 -1.09  -0.004
6 H 0.28 1.01 0.82  0.035
7 H 0.01 0.03 -3.09  0.117
8 H -1.72 -0.07 -3.04  0.102
9 H -2.99 0.97 -1.48  0.074
10 H -2.29 -1.55 -0.54  0.010
11 H -0.62 -1.93 -1.00  0.011
12 H -1.33 -2.64 0.43  0.015
13 H -2.18 1.33 0.06  0.078
14 H -2.29 2.58 -1.18  0.091
15 C 1.39 -0.05 2.18  -0.278
16 C 2.15 -0.86 1.11  -0.292
17 N 0.11 0.43 1.66  -0.028
18 N 2.68 -0.08 0.01  0.000
19 H 1.93 0.39 -0.49  0.022
20 H -0.84 -0.95 0.52  0.007
21 H -0.34 1.03 2.34  0.075
22 H 3.31 0.64 0.36  0.065
23 H 2.04 0.76 2.54  0.102
24 H 1.17 -0.71 3.04  0.103
25 H 1.48 -1.61 0.70  0.092
26 H 2.98 -1.37 1.60  0.103


A cluster of 5 separate species, C22H56O7Si in total, computed with ωB97M-V/def2-TZVPD.

Structure (SMILES): COC[C@H](OCCCCO)[Si](C)(C)C.CC(C)O.CC(C)O.CC(C)O.CC(C)O
HOMO: -0.32497 hartree
Multiplicity: 1
Strongest force on any atom: 0.2 eV/Å

Last column: Löwdin charge in e.
Positions of all 86 atoms, in Å:
1 C -3.40 -3.49 3.45  -0.112
2 O -2.21 -2.74 3.33  -0.169
3 C -1.69 -2.73 2.02  -0.240
4 C -0.63 -1.66 1.89  -0.331
5 O -1.20 -0.44 2.38  -0.164
6 C -0.27 0.55 2.74  -0.216
7 C 0.49 0.29 4.04  -0.153
8 C 1.85 -0.43 3.91  -0.182
9 C 2.91 0.05 4.90  -0.264
10 O 3.85 0.95 4.32  -0.075
11 Si -0.08 -1.47 0.05  0.570
12 C -0.44 -3.03 -0.91  -0.170
13 C 1.76 -1.10 -0.02  -0.161
14 C -1.02 -0.03 -0.67  -0.147
15 H -3.22 -4.56 3.59  0.088
16 H -3.93 -3.11 4.33  0.086
17 H -4.03 -3.34 2.57  0.072
18 H -1.26 -3.71 1.77  0.128
19 H -2.51 -2.54 1.30  0.105
20 H 0.23 -1.96 2.50  0.109
21 H 0.45 0.74 1.93  0.107
22 H -0.86 1.47 2.84  0.113
23 H 0.66 1.26 4.51  0.113
24 H -0.17 -0.27 4.71  0.126
25 H 2.24 -0.27 2.90  0.099
26 H 1.72 -1.51 4.02  0.104
27 H 3.43 -0.80 5.36  0.111
28 H 2.44 0.62 5.71  0.113
29 H 4.44 0.44 3.75  0.084
30 H -0.06 -2.92 -1.93  0.022
31 H -1.52 -3.21 -0.97  0.034
32 H 0.02 -3.91 -0.46  0.034
33 H 1.93 -0.05 0.24  0.028
34 H 2.15 -1.25 -1.03  0.009
35 H 2.34 -1.72 0.67  0.031
36 H -0.56 0.91 -0.37  0.036
37 H -0.98 -0.08 -1.77  0.029
38 H -2.07 -0.02 -0.35  0.018
39 C -3.49 2.71 1.51  -0.069
40 C -2.90 4.04 1.96  -0.504
41 C -3.88 4.85 2.80  -0.061
42 O -2.44 4.80 0.85  -0.049
43 H -4.37 2.88 0.89  0.088
44 H -2.76 2.15 0.93  0.068
45 H -3.79 2.10 2.37  0.080
46 H -2.00 3.85 2.55  0.130
47 H -4.78 5.07 2.22  0.081
48 H -3.43 5.79 3.12  0.078
49 H -4.19 4.29 3.69  0.079
50 H -3.20 4.99 0.28  0.086
51 C 3.38 -0.51 -4.34  -0.060
52 C 2.30 -1.54 -4.05  -0.508
53 C 2.11 -2.51 -5.20  -0.057
54 O 1.06 -0.90 -3.71  -0.067
55 H 3.10 0.08 -5.22  0.082
56 H 3.50 0.17 -3.50  0.082
57 H 4.34 -0.98 -4.55  0.075
58 H 2.57 -2.09 -3.15  0.125
59 H 1.80 -1.98 -6.10  0.082
60 H 1.33 -3.24 -4.96  0.077
61 H 3.03 -3.04 -5.42  0.082
62 H 0.77 -0.39 -4.48  0.089
63 C -4.73 -0.51 1.12  -0.070
64 C -6.11 -0.28 1.71  -0.495
65 C -6.44 -1.30 2.78  -0.060
66 O -7.11 -0.27 0.69  -0.049
67 H -4.69 -1.50 0.64  0.080
68 H -4.51 0.23 0.35  0.070
69 H -3.95 -0.48 1.88  0.075
70 H -6.16 0.72 2.14  0.133
71 H -6.42 -2.31 2.36  0.078
72 H -7.43 -1.13 3.21  0.079
73 H -5.70 -1.26 3.58  0.076
74 H -7.12 -1.13 0.27  0.085
75 C 7.13 2.00 -6.81  -0.062
76 C 6.34 1.68 -5.55  -0.508
77 C 6.58 2.69 -4.45  -0.059
78 O 6.62 0.35 -5.10  -0.062
79 H 8.21 1.99 -6.59  0.081
80 H 6.94 1.26 -7.59  0.079
81 H 6.88 2.99 -7.19  0.080
82 H 5.28 1.65 -5.79  0.128
83 H 7.64 2.70 -4.16  0.081
84 H 6.00 2.44 -3.56  0.077
85 H 6.32 3.70 -4.77  0.080
86 H 7.56 0.31 -4.87  0.088


The molecule C5H10N4O2 at a distorted geometry, computed with ωB97M-V/def2-TZVPD.

Structure (SMILES): [H]/N=C(/C)[C@@H]([C@H](C)/N=N/[H])[N+](=O)[O-]
Energy above the lowest of the compared OMol25 structures with the same formula, charge and spin: 108.2 kcal/mol
HOMO: -0.35697 hartree
Multiplicity: 1
Strongest force on any atom: 3.8 eV/Å

Last column: Löwdin charge in e.
Positions of all 21 atoms, in Å:
1 C 1.32 -0.17 0.84  -0.417
2 C 2.57 -0.96 0.60  -0.036
3 C -1.75 -1.02 -1.35  -0.067
4 C 0.52 0.12 -0.41  -0.065
5 C -1.25 -0.31 -0.11  -0.279
6 N 1.05 0.24 1.99  0.183
7 N -2.35 1.10 1.23  0.105
8 N -1.92 0.92 0.08  -0.065
9 N 0.58 1.54 -0.72  -0.391
10 O 1.07 1.84 -1.79  0.089
11 O 0.17 2.31 0.11  0.064
12 H 3.10 -1.08 1.54  0.081
13 H 2.33 -1.93 0.18  0.083
14 H 3.20 -0.43 -0.11  0.089
15 H -1.80 -0.33 -2.19  0.085
16 H -1.11 -1.86 -1.60  0.079
17 H -2.75 -1.40 -1.16  0.082
18 H 0.83 -0.46 -1.28  0.134
19 H -1.21 -0.94 0.78  0.125
20 H 0.21 0.82 2.09  0.048
21 H -2.82 2.01 1.29  0.073


A structure of composition C5H4S at a distorted geometry, computed with ωB97M-V/def2-TZVPD.

Energy above the lowest of the compared OMol25 structures with the same formula, charge and spin: 130.1 kcal/mol
HOMO: -0.33909 hartree
Multiplicity: 1
Strongest force on any atom: 5.2 eV/Å

Last column: Löwdin charge in e.
Positions of all 10 atoms, in Å:
1 C -0.69 -0.95 0.15  -0.458
2 C -1.17 -2.10 -0.05  0.187
3 C 1.01 0.42 -0.06  -0.186
4 C -0.24 0.18 -0.90  -0.485
5 C -0.17 0.19 0.99  -0.390
6 S -1.08 1.51 0.00  0.895
7 H 1.70 -0.45 -0.11  0.130
8 H 1.27 1.38 -0.09  0.031
9 H -0.24 -0.17 -2.00  0.150
10 H -0.39 0.01 2.07  0.126


A structure of composition C6H18BeN2O12 at a distorted geometry, computed with ωB97M-V/def2-TZVPD.

Energy above the lowest of the compared OMol25 structures with the same formula, charge and spin: 34.7 kcal/mol
HOMO: -0.27407 hartree
Multiplicity: 1
Strongest force on any atom: 2.7 eV/Å

Last column: Löwdin charge in e.
Positions of all 39 atoms, in Å:
1 Be 1.48 -12.64 2.31  0.971
2 N 1.41 -9.66 2.71  -0.581
3 O 2.40 -10.17 2.13  -0.053
4 O 0.54 -10.44 3.18  -0.068
5 O 1.29 -8.45 2.90  0.026
6 N 0.69 -10.42 -0.34  -0.595
7 O 1.34 -10.31 -1.40  -0.031
8 O 0.06 -9.45 0.09  0.005
9 O 0.63 -11.51 0.29  -0.128
10 C 4.81 -12.82 2.39  -0.202
11 C 4.54 -12.17 3.73  -0.232
12 O 3.26 -12.50 4.22  -0.065
13 O 3.87 -12.30 1.41  -0.076
14 H 4.85 -13.90 2.50  0.112
15 H 5.75 -12.41 2.03  0.130
16 H 4.79 -11.11 3.69  0.132
17 H 5.31 -12.57 4.40  0.126
18 H 3.24 -12.49 5.18  0.103
19 H 4.17 -12.42 0.51  0.109
20 C 2.00 -15.89 1.97  -0.207
21 C 2.32 -15.27 0.63  -0.220
22 O 1.52 -14.12 0.39  -0.059
23 O 2.15 -14.95 3.03  -0.070
24 H 2.71 -16.70 2.15  0.132
25 H 0.99 -16.31 1.97  0.126
26 H 2.20 -16.02 -0.15  0.132
27 H 3.38 -15.00 0.60  0.115
28 H 1.78 -13.70 -0.44  0.112
29 H 2.28 -15.52 3.79  0.110
30 C -1.31 -14.07 3.39  -0.217
31 C -0.97 -13.16 4.54  -0.206
32 O 0.46 -13.08 4.63  -0.096
33 O -0.97 -13.44 2.16  -0.049
34 H -2.38 -14.30 3.44  0.130
35 H -0.76 -15.01 3.48  0.111
36 H -1.30 -13.49 5.53  0.127
37 H -1.43 -12.18 4.40  0.132
38 H 0.65 -12.61 5.44  0.100
39 H -1.61 -13.56 1.45  0.114